An isolated molecule of C3H5IO in a non-equilibrium geometry. Source: OMol25; level of theory: ωB97M-V/def2-TZVPD.

The geometry in XYZ format:
```
10
Properties=species:S:1:pos:R:3:forces:R:3
I 2.563857 -0.384888 0.592080 0.00 0.09 -0.26
O 0.418468 1.601510 1.279390 0.91 -2.81 -1.35
C -0.403555 -0.459867 0.113353 -0.40 -0.40 -1.76
C 0.690681 0.538745 0.085837 -0.42 2.14 2.73
C -1.042499 -0.718693 -1.033930 -2.86 -1.01 -2.02
H -0.655693 -1.061411 0.999255 0.25 0.74 -0.23
H 0.757519 1.108140 -0.886549 0.01 -0.55 1.44
H -0.963849 -0.368130 -2.124042 0.99 0.39 2.06
H -2.004899 -1.362807 -1.158655 1.92 0.59 1.21
H 0.639971 1.107401 2.133261 -0.39 0.82 -1.82
```
Forces are in eV/Å.

Its HOMO energy is -9.58 eV. The SMILES is C=C[C@@H](O)I. The energy relative to the best compared isomer or geometry (same formula, charge and spin) comes out at 128.1 kJ/mol. As for the frontier orbital gap: 9.838 eV. The value obtained for the total energy is -13338.0463 eV.